Run P
DFT (ωB97M-V/def2-TZVPD) results for a 2-piece molecular cluster, C6H11NO2 overall.

Properties
* M: 129.2 Da
* lowest unoccupied orbital energy: 0.637 eV
* frontier orbital gap: 10.651 eV
* structure (SMILES): CC(C)(O)N=C=O.C=C

ORCA input file:
```
! wB97M-V def2-TZVPD RIJCOSX def2/J DEFGRID3
* xyz 0 1
H 0.1442 0.7253 2.4545
H 0.6158 0.9554 -2.0798
H 2.5240 1.2631 -2.0256
N -0.0954 0.2862 -0.1957
H -0.7440 2.0437 1.6792
H -1.9851 -1.5203 1.9508
C -1.1306 0.0952 0.8180
H 1.0059 -1.1976 -3.0576
H -1.5938 0.9223 2.7588
O 2.1334 -0.3281 0.3520
C 1.8517 -0.5800 -2.7917
C -1.1877 -1.3767 1.2243
C -0.8082 1.0070 2.0098
C 1.6857 0.6150 -2.2361
C 1.1067 0.0392 -0.0737
H -0.2399 -1.6872 1.6583
H -1.4017 -1.9827 0.3467
H -2.3383 1.3081 -0.0942
H 2.8326 -0.9992 -2.9572
O -2.3752 0.4114 0.2594
*
```



Run Q
DFT (ωB97M-V/def2-TZVPD) results for a single C6H11NO2 molecule.

Properties
* M: 129.2 Da
* lowest unoccupied orbital energy: 0.655 eV
* frontier orbital gap: 8.501 eV
* structure (SMILES): [H]/N=C1/[C@@H](C)[C@@]1(O)[C@@H](C)O

ORCA input file:
```
! wB97M-V def2-TZVPD RIJCOSX def2/J DEFGRID3
* xyz 0 1
C -1.3524 -0.6641 1.4212
H -2.1915 -1.2530 1.7881
C -0.0603 -0.4126 -0.9115
H 1.0312 0.6101 1.5996
C 0.3366 2.0512 -0.3319
C -1.1230 -0.9676 -0.0374
H 0.9938 2.8319 0.0507
O -0.3063 -0.2925 -2.2758
O 1.6603 0.4189 0.8932
H 1.8712 0.6885 -1.0753
N 1.1508 -2.5524 0.0039
C 1.0675 0.7184 -0.3335
H 0.0425 2.3232 -1.3432
C 0.3509 -1.7179 -0.4118
H 2.1362 -2.2737 0.0193
H -0.4903 -0.9394 2.0325
H -1.9866 -1.3314 -0.5862
H -1.5728 0.3914 1.6052
H -0.9923 0.3796 -2.3847
H -0.5656 1.9915 0.2778
*
```



The structure shown above that is most stable: run P.